Formula: C4H6ClNO
Source: OMol25
Level of theory: wB97M-V/def2-TZVPD

Last column: Löwdin charge in e.
Positions of all 13 atoms, in Å:
C  0.10  1.54  -0.04  -0.024
H  0.01  -1.93  0.26  0.071
C  -1.71  -1.04  -0.36  -0.501
N  0.54  0.08  -0.09  -0.078
H  -0.19  1.88  1.03  0.111
H  0.96  2.23  -0.18  0.092
O  2.80  0.11  -0.34  0.049
H  -1.99  -2.04  0.09  0.074
C  -0.39  -0.99  0.02  -0.192
H  1.71  -1.59  0.40  0.173
C  1.77  -0.44  -0.03  -0.370
Cl  -2.85  0.29  -0.14  0.560
H  -0.74  1.90  -0.61  0.036

The HOMO energy comes out at -0.3344 Eh. Its SMILES is CN(C=O)/C=C\Cl. As for the total energy: -20302.9435 eV.

***

Formula: C4H6ClNO
Source: OMol25
Level of theory: wB97M-V/def2-TZVPD

Last column: Löwdin charge in e.
Positions of all 13 atoms, in Å:
C  -0.33  1.25  -0.58  -0.013
H  -0.47  0.80  -1.59  0.128
H  1.38  -1.48  0.86  0.073
N  -0.88  0.43  0.50  -0.044
C  1.32  -0.72  0.08  -0.526
H  1.04  1.21  1.19  0.155
H  -0.56  2.26  -0.52  0.079
Cl  3.04  -0.28  -0.29  0.536
C  -1.74  -0.61  0.25  -0.318
C  0.54  0.49  0.46  -0.317
O  -2.47  -0.83  -0.73  0.016
H  0.89  -1.21  -0.78  0.080
H  -1.77  -1.32  1.16  0.151

The HOMO energy comes out at -0.3739 Eh. Its SMILES is O=CN1C[C@@H]1CCl. As for the total energy: -20303.7420 eV.

***

Formula: C4H6ClNS2
Source: OMol25
Level of theory: wB97M-V/def2-TZVPD

Last column: Löwdin charge in e.
Positions of all 14 atoms, in Å:
H  2.24  0.02  1.54  0.056
C  -0.36  -0.05  1.04  -0.294
C  2.04  0.66  0.74  -0.125
Cl  -2.61  0.70  -2.41  0.518
H  -2.17  -0.87  1.02  0.063
S  -0.75  -1.58  -1.89  0.681
S  0.12  1.20  -1.35  0.917
H  2.46  1.58  1.06  0.066
H  -0.18  0.04  2.10  0.123
H  2.61  0.28  -0.14  0.096
H  -1.57  -2.06  -0.93  -0.112
N  -1.35  -0.66  0.52  -0.040
C  0.65  0.62  0.29  -0.514
C  -1.14  0.11  -1.59  -1.434

The HOMO energy (alpha / beta) comes out at -0.2834 / -0.2835 Eh. As for the total energy: -39924.7262 eV.

***

Formula: C4H6ClPS
Source: OMol25
Level of theory: wB97M-V/def2-TZVPD

Last column: Löwdin charge in e.
Positions of all 13 atoms, in Å:
C  2.15  -1.16  0.88  -0.148
H  -0.99  -0.37  -1.83  0.094
H  2.14  -0.29  1.67  0.024
Cl  1.49  1.78  0.75  0.218
C  -0.81  0.35  -0.90  -0.361
H  2.53  -2.02  1.40  0.049
C  1.60  -1.00  -0.29  -0.453
H  1.70  -1.94  -0.85  0.071
H  -3.99  1.52  -0.47  -0.187
C  -1.77  0.76  -0.11  -0.537
S  -3.63  0.33  -0.02  0.643
P  1.19  0.69  -0.94  0.591
H  -1.61  1.35  0.73  -0.002

The HOMO energy comes out at -0.3455 Eh. Its SMILES is C=CP(Cl)/C=C/S. As for the total energy: -36889.4628 eV.

***

Formula: C4H6CuFO4
Source: OMol25
Level of theory: wB97M-V/def2-TZVPD

Last column: Löwdin charge in e.
Positions of all 16 atoms, in Å:
H  0.63  1.37  -1.09  0.100
H  1.91  0.91  0.10  0.108
O  -1.75  0.28  -0.37  0.095
O  -1.33  0.79  1.77  0.081
H  -1.06  -0.13  -2.28  0.147
H  2.29  1.03  -1.64  0.101
O  1.27  -0.64  -1.13  -0.084
C  0.07  -1.16  -0.68  -0.272
O  -0.16  -0.78  0.70  0.134
F  1.14  0.65  4.73  -0.629
C  -1.13  0.13  0.78  -0.556
H  -1.96  -1.46  -1.47  0.143
H  0.16  -2.25  -0.72  0.175
Cu  -0.36  1.18  3.54  0.530
C  -1.23  -0.65  -1.33  -0.025
C  1.52  0.74  -0.91  -0.049

The HOMO energy comes out at -0.3328 Eh. As for the total energy: -59791.6694 eV.

***

Formula: C4H6CuLiO
Source: OMol25
Level of theory: wB97M-V/def2-TZVPD

Last column: Mulliken spin population.
Positions of all 13 atoms, in Å:
C  -0.54  -1.45  1.13  0.657
O  -3.70  0.02  0.06  -0.001
C  -0.75  -0.59  0.04  -0.290
C  -3.06  1.03  0.56  -0.044
H  -1.40  -1.84  1.68  -0.008
H  -3.57  2.02  0.52  0.030
H  -1.66  -0.65  -0.58  0.040
H  0.43  -1.48  1.62  0.000
H  0.14  -0.24  -0.51  0.012
Li  -0.54  -2.96  -0.64  0.038
H  -1.14  1.98  1.09  0.032
Cu  -5.51  -0.16  -0.58  -0.004
C  -1.73  1.11  0.84  0.537

The HOMO energy (alpha / beta) comes out at -0.3981 / -0.4050 Eh. The expectation value of S² is 0.783. As for the multiplicity: 2. As for the total energy: -51125.9974 eV. Its charge is +1.

***

Formula: C4H6F12MgN2O11S4
Source: OMol25
Level of theory: wB97M-V/def2-TZVPD

Last column: Löwdin charge in e.
Positions of all 40 atoms, in Å:
F  -0.54  -3.73  -2.96  0.143
S  0.62  -1.24  -2.60  0.617
O  -3.26  1.08  2.58  -0.276
H  -1.39  -2.54  0.93  0.111
H  -0.40  -2.18  2.01  0.095
O  1.60  2.00  -1.00  -0.303
C  -1.23  2.91  2.67  -0.663
O  1.81  1.23  -3.28  -0.248
F  -0.76  3.47  1.61  0.177
S  -2.19  1.48  -0.21  0.631
F  4.61  1.05  -2.31  0.187
O  -1.54  1.80  -1.52  -0.284
H  1.73  1.77  1.43  0.106
S  1.89  0.86  -1.88  0.773
F  -2.96  -0.88  -1.32  0.183
O  -0.65  -1.97  1.11  -0.013
O  -0.48  -0.58  -3.36  -0.286
H  1.95  -2.54  1.64  0.095
F  -4.45  0.55  -1.32  0.165
Mg  0.37  -0.43  0.57  0.458
F  -2.35  3.56  3.14  0.120
O  1.54  0.84  1.42  -0.043
C  3.82  0.36  -1.54  -0.614
F  -3.92  -0.44  0.52  0.161
S  -1.80  1.11  2.35  0.743
N  0.96  -0.55  -1.23  -0.334
F  -0.28  2.84  3.56  0.164
F  4.04  0.65  -0.26  0.125
H  2.90  -1.36  1.55  0.093
O  1.73  -1.55  -3.51  -0.299
H  1.81  0.53  2.28  0.094
O  -1.02  0.38  3.35  -0.319
C  -3.47  0.04  -0.60  -0.720
O  2.01  -1.63  1.34  -0.018
F  0.76  -3.58  -1.19  0.162
F  4.02  -0.93  -1.82  0.144
N  -1.16  0.74  0.77  -0.354
F  -1.23  -2.71  -1.26  0.123
C  -0.12  -2.96  -1.93  -0.644
O  -2.98  2.56  0.26  -0.253

The HOMO energy comes out at -0.3783 Eh. As for the total energy: -111141.4545 eV.

***

Formula: C4H6F2NO4S
Source: OMol25
Level of theory: wB97M-V/def2-TZVPD

Last column: Löwdin charge in e.
Positions of all 18 atoms, in Å:
C  0.46  0.25  0.87  -0.186
H  0.14  0.87  1.71  0.123
H  0.78  2.17  -0.02  0.111
F  1.97  -0.34  -1.73  -0.054
C  1.20  0.79  -1.54  -0.232
O  -2.35  1.23  -0.09  0.013
C  1.23  1.19  -0.09  -0.156
H  1.10  -0.51  1.28  0.112
H  2.26  1.29  0.24  0.107
N  -0.72  -0.31  0.20  -0.162
C  -2.02  0.34  0.64  -0.795
H  0.20  0.66  -1.93  0.114
O  0.12  -2.47  -0.73  -0.260
F  -2.17  -2.25  -0.22  -0.119
S  -0.73  -1.95  0.26  0.556
O  -2.54  -0.08  1.68  -0.023
H  1.65  1.61  -2.11  0.106
O  -0.60  -2.50  1.56  -0.256

The HOMO energy comes out at -0.1836 Eh. Its SMILES is O=C([O-])N(CCCF)S(=O)(=O)F. As for the total energy: -30197.3540 eV. Its charge is -1.

***

Formula: C4H6F2O
Source: OMol25
Level of theory: wB97M-V/def2-TZVPD

Last column: Löwdin charge in e.
Positions of all 13 atoms, in Å:
H  1.50  1.01  0.20  0.146
H  -0.42  -1.33  0.65  0.148
C  1.19  0.06  0.68  -0.127
C  -0.27  -0.31  0.39  -0.248
H  -0.52  1.01  -1.25  0.113
F  0.17  -0.70  -1.87  -0.016
H  1.32  0.14  1.76  0.125
H  -1.29  0.34  2.20  0.120
H  -1.63  -0.33  -1.36  0.137
O  -1.66  1.56  0.73  0.081
C  -0.65  -0.01  -1.04  -0.200
F  2.03  -0.95  0.18  -0.045
C  -1.18  0.53  1.16  -0.233

The HOMO energy comes out at -0.3844 Eh. Its SMILES is O=CC(CF)CF. As for the total energy: -11726.6207 eV.

***

Formula: C4H6F2O
Source: OMol25
Level of theory: wB97M-V/def2-TZVPD

Last column: Löwdin charge in e.
Positions of all 13 atoms, in Å:
H  -1.19  3.18  -0.97  0.108
C  0.65  -1.93  -0.60  -0.069
F  -0.92  0.48  1.81  0.102
C  -0.72  -0.39  0.82  -0.427
H  1.32  -2.76  -0.25  0.080
C  -0.24  2.74  -0.50  -0.079
H  -0.12  -2.37  -1.13  0.047
H  1.46  -1.35  -1.12  0.089
H  0.49  3.42  -0.06  0.079
F  -1.97  -0.57  0.22  0.055
C  0.32  -1.10  0.63  -0.114
H  1.12  -0.91  1.41  0.147
O  -0.21  1.56  -0.29  -0.019

The HOMO energy comes out at -0.3356 Eh. Its SMILES is CC=C(F)F.C=O. As for the total energy: -11725.0984 eV.